# 1
Density functional theory data (ωB97M-V/def2-TZVPD) for a molecular structure, C32H65IN4O6PS in a non-equilibrium geometry.

## Properties
Net charge: 0
2S+1: 4
Kohn-Sham gap (alpha / beta) (eV): 8.8 / 8.5
HOMO (alpha / beta) (eV): -8.271 / -8.394
⟨S²⟩: 3.7622

Geometry as XYZ:
```
110
Properties=species:S:1:pos:R:3:forces:R:3
H 5.52050 -2.06861 3.79197 0.1081 -0.0374 -0.0183
H 7.45583 -0.26132 4.89612 0.0055 0.0297 -0.0318
C -8.51272 -0.64002 0.01548 -1.1056 0.0872 -0.9583
H -3.80502 -1.27273 -3.35968 0.0744 0.0943 -0.0486
H -9.12452 2.83973 2.30722 0.0983 -0.0247 0.0712
H -3.68347 -0.19670 -0.22819 -0.0021 0.0130 0.0085
H -8.83716 2.77799 0.57291 0.0172 0.0041 -0.0159
O 4.50826 0.96915 -6.14466 0.3072 -0.4164 -0.1905
H -2.63282 -3.26690 -0.73261 0.0245 0.0489 -0.0181
H -8.62706 -2.20746 -1.43445 -0.1107 0.0370 0.0048
O 6.42350 0.59131 0.99620 0.5011 0.0994 -0.5506
C -9.35115 -0.77185 2.43059 0.0467 0.0684 -0.0447
H -0.48786 0.00255 -3.76810 0.0782 -0.0010 0.0592
H -2.09450 -0.23939 -4.42405 -0.1227 -0.0108 0.0651
C -1.21947 -1.70402 -0.06300 -0.6874 -1.0742 0.7667
H 7.39430 1.74662 -4.82641 0.4333 0.2009 -0.1546
H 5.77571 2.95742 -2.51121 -0.0603 0.4304 -0.1146
C 6.18703 1.73944 2.95246 0.5566 1.0001 0.9693
H 6.97380 3.28788 1.65334 0.0271 -0.0081 0.0176
O -6.36375 -0.08619 0.55901 0.4421 0.2672 -0.4473
H 7.49743 -2.70265 2.28628 0.0026 0.0055 0.1113
C 5.46649 -1.11985 3.25517 -0.4467 0.2368 -0.0233
H -10.00421 1.69008 1.33232 0.0260 -0.0122 -0.0327
H -7.51994 -0.90878 -1.89409 -0.0021 0.0270 -0.0002
P 3.12299 -1.10913 -4.91491 -0.9462 -0.4014 -0.7029
H -3.11449 0.89928 -2.36033 -0.0170 -0.0756 -0.0892
H -0.78023 0.30794 0.56377 0.0771 -0.0765 -0.0944
C 3.56813 0.74592 -5.11870 -0.0146 -0.0372 0.1074
C -6.68983 2.01963 2.11836 0.4112 -0.1300 -0.0472
H 0.39945 -3.10587 0.28212 -0.0077 -0.0098 -0.0250
C 5.82475 0.84219 -5.79181 1.4815 -1.1581 -1.3332
C 7.05202 2.19766 4.15906 0.1901 -0.1280 0.0176
C -1.91666 -0.88195 -2.38075 -1.2137 -0.5005 -0.8265
H -0.25101 -2.33638 1.73506 -0.1159 -0.0283 0.0168
H 8.80687 -0.40153 3.76591 0.0119 0.0079 -0.0180
C -2.31282 -2.77986 0.18373 -0.0924 -0.0904 -0.1741
H -2.93886 -2.73526 -2.90540 0.0186 -0.0102 -0.0133
C 6.87208 -0.71940 2.81200 0.9649 -0.6583 0.8659
H -7.04396 -2.09880 -0.67779 0.0365 0.0873 0.0252
H -2.91713 1.33770 0.09789 -0.0344 -0.0071 0.0312
H -8.61739 0.82417 3.68878 0.0255 0.1080 -0.0276
O 4.54977 -1.87915 -5.14477 -0.1932 0.4595 0.3822
C -8.27510 0.23193 2.83820 -0.0383 -0.4962 0.0329
H -9.87464 -0.30644 -1.67051 0.0308 -0.1617 0.0107
S 4.01724 1.73220 -1.61735 -0.4320 0.4404 0.0724
N -0.91857 -1.58719 -1.52002 0.4759 1.6703 0.4333
O 6.57392 0.16158 -6.47839 -1.4177 1.2818 1.0582
H -1.46305 1.15502 -1.83770 0.0909 -0.0990 -0.0249
H 4.84304 -1.29683 2.37322 0.0680 0.0608 -0.0750
C 0.01765 -2.17030 0.69238 0.4338 0.1051 -0.1539
H -9.71717 -2.20501 0.85904 -0.0003 0.0170 -0.1221
H 7.18828 0.64048 -2.92420 0.3283 -0.3554 0.0044
H -3.81457 -1.79076 -1.69316 0.0335 -0.0089 -0.0001
H 7.31640 3.24989 4.07112 -0.1437 0.0673 -0.0488
H -9.69813 1.09490 -0.67501 0.0378 -0.0147 0.0383
O 0.24949 -1.07761 -1.69127 0.4080 -0.3726 -0.2537
C -9.03458 2.16775 1.45480 -0.1479 -0.0931 -0.1470
H 4.06482 0.46794 -1.19043 0.2647 -0.0838 0.1320
H -6.97038 2.65179 2.95951 -0.1130 0.0145 0.0098
C 6.01521 2.96041 2.05857 -0.0649 -0.0647 -0.4904
H 6.74035 -1.84768 0.95193 0.0057 0.0938 -0.0148
H 8.38687 -1.43519 1.43774 0.0075 0.0223 0.0000
H 7.99890 1.66928 4.21972 -0.0312 -0.0330 -0.0313
N 2.90551 -1.28554 -3.22505 0.6856 0.3983 -0.3687
C -8.91692 -1.53860 1.18580 0.0967 -0.0376 0.4874
C 6.20954 0.97294 -3.23122 0.1624 0.5282 0.1189
H 2.23189 -0.60871 -2.87920 -0.4091 -0.2636 0.1656
H 5.59872 3.77319 2.65193 0.0279 -0.0004 0.1139
H 6.37729 1.90328 -1.28556 0.1252 -0.1315 0.4207
C 6.34658 1.63589 -4.61821 -0.3508 -0.3688 0.1471
H 5.33483 2.77439 1.22870 0.0532 -0.0664 -0.0113
H 4.13640 1.22896 2.55034 0.0919 -0.0084 -0.0873
H 5.90169 2.62055 -4.59446 -0.3061 0.2576 -0.1399
C -1.65163 -0.35298 0.50887 -0.0567 0.5061 -0.1677
H 5.56948 0.10380 -3.24482 -0.1937 -0.2917 -0.0556
H 4.38279 2.05709 4.07198 0.0790 0.0950 -0.0170
H 6.53442 2.07198 5.11069 0.0038 -0.0707 0.0003
H -1.93540 -3.58084 0.81759 0.0845 0.0857 0.1103
H -10.30460 -0.26479 2.25785 0.0149 0.0131 -0.0248
N 6.87239 0.64552 2.19937 -1.7213 -0.4201 -0.3542
H -1.01292 -1.61626 -4.21599 0.0066 -0.0396 0.0427
H -8.07083 -2.17989 1.45122 0.0895 0.0727 -0.0490
H -9.52184 -1.47212 3.24994 -0.0346 -0.0123 -0.0041
H -1.99261 -0.49585 1.53618 0.0236 -0.1236 0.0173
H -3.19630 -2.36674 0.67224 -0.0238 0.0410 -0.0660
H 5.19297 -1.64517 -4.46918 0.4639 -0.1784 0.0203
H 3.84843 1.25714 -4.20855 0.0552 0.0365 0.3020
N -7.54655 0.40837 0.46219 0.4188 -1.2608 1.1884
H 3.76787 -0.36075 4.33421 -0.0097 0.0161 0.0294
C -2.30767 0.46150 -1.76984 0.1731 0.2715 0.4410
C 5.73022 1.94427 -2.14588 -0.0233 -0.4340 0.0326
H -6.36306 2.66396 1.30132 -0.0027 -0.0075 -0.0247
C 7.82204 -0.79407 4.02127 -0.0063 0.2051 0.1107
H 0.81871 -1.43375 0.67001 -0.0095 -0.0065 -0.0963
H 7.94907 -1.83344 4.32076 -0.0563 -0.0662 -0.0889
C -2.73528 0.34127 -0.30863 -0.0254 -0.0800 -0.0692
C 4.80086 1.28986 3.41799 -0.2921 -0.4257 -0.0363
H -7.39073 -0.31640 3.17673 0.0663 0.0178 -0.1008
H -5.84455 1.41052 2.43104 -0.0019 -0.0450 -0.0917
H 5.29565 0.01158 5.09726 0.0255 0.0100 -0.0178
C -1.33744 -0.67400 -3.77256 0.4423 0.0552 -0.0789
C -7.88454 1.17413 1.70163 -0.7090 1.2662 0.1752
I 1.72805 1.69616 -5.66275 0.0648 0.0305 0.0586
C 4.79630 -0.06052 4.12691 0.0845 -0.0005 -0.0395
C -9.76392 0.01169 -0.63543 0.0065 0.2272 0.0089
C 7.40352 -1.73002 1.80607 -0.0708 0.0395 -0.4291
C -7.87752 -1.51218 -1.05891 0.4647 -0.0792 0.0051
H -10.68561 -0.25136 -0.11517 0.0129 0.0391 0.0573
H 3.77614 -1.10880 -2.72950 -0.0678 -0.0398 0.1827
C -3.19029 -1.72426 -2.58222 -0.0420 -0.1609 0.2334
```
Forces are in eV/Å.

# 2
Density functional theory data (ωB97M-V/def2-TZVPD) for a molecular structure, C32H65N11O6P3PbSe in a non-equilibrium geometry.

## Properties
Net charge: -1
Kohn-Sham gap (eV): 6.8
HOMO (eV): -4.774

Geometry as XYZ:
```
119
Properties=species:S:1:pos:R:3:forces:R:3
C -2.86022 -3.25990 -2.45802 -0.0905 -0.1114 -0.1782
H -4.64015 -3.83802 -3.51747 0.0086 -0.0032 0.0118
P 0.64149 4.17710 -0.87830 0.3841 0.5887 -0.6220
H 2.14622 7.11224 -0.97809 -0.0062 -0.0291 0.0095
H -3.12794 -4.27879 -4.32942 -0.0245 -0.0464 0.0173
H -1.20168 -7.64039 1.02755 0.0311 -0.0029 0.0148
C -2.24888 -1.71659 -4.81550 -0.0868 0.0002 0.1064
H 0.60513 2.95382 2.47888 0.0606 -0.0336 -0.0520
N 4.39759 2.75129 -0.12528 -0.4758 -0.2748 -0.0285
N -1.20613 0.26101 2.79452 -0.1898 -0.1341 -0.4979
N -3.55229 0.19237 -0.06094 -0.8178 -0.2176 0.0374
H -0.71459 -3.35759 1.25982 0.0727 -0.0252 0.0451
C 2.66829 -3.87876 -3.15967 0.0339 0.1863 0.0014
C -0.38823 -4.28516 0.79053 -0.2106 0.0107 0.0959
C -3.59646 -0.90528 4.64969 0.0321 0.1669 0.0636
C 3.18873 -2.87543 -0.92944 0.0023 0.1308 -0.2067
H -1.07849 3.66687 3.82316 0.0182 0.0498 0.0240
H -2.74017 -1.50418 4.96383 -0.0050 -0.0482 -0.0063
H 0.39091 -6.92957 0.75611 0.0079 -0.0252 0.0119
H -3.31110 3.13645 4.78309 -0.0180 -0.0340 0.0098
H 4.14538 -2.35570 -2.78835 0.0219 0.0003 0.0095
H 2.39275 -0.98095 -1.55918 -0.0222 0.0840 -0.0207
H -2.02362 -0.79103 -2.88227 0.0138 -0.0182 0.0016
H -0.51578 -5.18571 -2.44262 0.0531 -0.0240 -0.0025
O -0.88979 0.90817 6.80367 -0.0504 -0.0403 -0.0464
N 0.99141 -2.50044 -1.97528 -0.2094 0.2316 0.4838
H 1.22217 1.34897 2.05277 0.0088 0.0256 0.0360
H -0.82448 -5.58610 2.44818 -0.0340 0.0213 0.0099
H -0.90576 4.03291 -4.06300 -0.0199 0.0029 0.0134
C -2.01815 1.21573 3.31365 0.1296 -0.0248 0.2512
O 2.23344 3.92617 -0.63939 -0.1524 -0.3900 0.0138
C 0.99109 2.51558 -2.94585 0.0361 0.0035 -0.0724
Se -6.36203 -0.45864 -0.48666 -1.1429 -0.2993 -0.1984
Pb -1.29706 0.47841 0.30548 0.7148 0.2593 -0.2136
C -3.51178 0.52268 5.18857 0.0695 -0.1647 -0.1093
H -4.23965 -1.45168 -4.03024 -0.0234 0.0056 -0.0096
H -0.71159 5.67702 0.85633 -0.0191 0.0605 0.0355
N 2.61258 2.88637 1.77490 -0.1450 -0.0631 -0.3343
O -0.18324 3.48503 0.11178 -0.1835 0.0880 0.1547
C -0.99427 -6.58716 -0.85573 0.1620 0.0298 0.0613
H 3.95169 -2.40335 -0.30382 -0.0134 -0.0290 0.0202
C -1.08322 0.68028 5.62215 0.0124 0.0038 -0.0580
H -0.49086 -1.22113 -3.65673 -0.0468 0.0216 0.0192
H -3.37456 -2.49417 -1.85827 0.0200 -0.0278 0.0173
H 1.78148 2.13479 3.53968 0.0190 -0.0073 0.0029
P 2.74934 2.58841 0.15841 0.6901 0.7395 0.2402
C -2.40806 2.76379 5.26557 0.1968 0.0265 -0.0486
H 5.90756 3.76970 -1.13349 -0.0014 -0.0099 -0.0391
H -4.18121 -2.38512 -5.53164 -0.0407 0.0451 0.0191
H -4.49923 -1.38558 5.02867 0.0006 -0.0212 -0.0331
H 0.69777 -4.38922 0.96372 0.0039 0.0358 -0.0408
C -0.19992 6.44800 0.28388 -0.0475 -0.0368 -0.0478
H -1.43330 4.69449 5.21582 0.0453 0.0070 0.0047
P -0.57152 -2.62988 -1.30782 0.0617 -0.4207 -0.6425
H -3.63868 -0.91139 3.56063 -0.0053 -0.0552 -0.0116
H 0.64886 -3.41675 -3.79834 0.0310 0.0787 -0.0437
H 0.40164 -0.70274 5.43865 0.0146 -0.0052 0.0269
H 2.34881 -4.82232 -2.71150 -0.0248 -0.0257 -0.0257
H -1.71233 -2.44043 -5.43789 0.0338 0.0237 -0.0178
H 4.60315 -3.94894 -2.18170 0.0105 0.0246 -0.0354
H 2.26486 4.92363 2.25313 -0.0157 -0.0276 -0.0082
H -0.31688 3.33570 5.39727 0.0184 0.0241 -0.0153
H -4.34768 1.10177 4.79191 0.0116 0.0365 0.0184
H 2.83868 -3.77847 -0.41927 0.0008 0.0212 0.0623
C -1.23282 3.66829 4.90310 -0.0916 -0.0993 0.0270
H 1.85211 6.05817 -2.37998 0.0189 0.0724 -0.0481
C -4.67871 -0.07499 -0.21718 1.3253 0.3573 0.1354
H 0.50656 6.97370 0.93613 0.0108 -0.0182 -0.0074
O 0.39342 -1.33660 3.11282 -0.0536 0.0653 -0.0433
C -0.68499 -6.76216 0.63053 -0.2196 0.0238 -0.0230
C -0.90020 4.03736 -2.97179 0.0498 0.0286 -0.0471
N -0.31410 -0.20479 4.93148 0.1072 -0.1076 -0.1527
C 2.01726 -1.91439 -1.12079 -0.0118 -0.1481 0.0789
O -2.63697 1.98172 2.58815 -0.0661 -0.0947 0.0057
H -3.58704 0.51481 6.27867 -0.0230 0.0720 0.0023
N 0.47761 5.82116 -0.83904 0.0571 -0.3079 0.0968
H 0.81273 -5.51684 -1.30752 0.0176 0.0328 -0.0279
C 1.37334 6.66070 -1.61112 -0.1174 0.0140 0.0055
H 5.02249 2.62386 -2.15440 -0.0455 -0.0073 0.0099
H 0.88970 2.45606 -4.03100 0.0070 0.0162 0.0059
H 1.55770 -1.66098 -0.16578 0.0491 0.0947 -0.0047
H 4.26434 4.15592 -1.67305 0.0649 0.0127 0.0000
C 1.48516 2.30440 2.50163 -0.0373 -0.0919 0.0568
H 3.39946 4.06059 3.31078 0.0074 0.0221 -0.0079
O 2.11020 1.35306 -0.28752 -0.1588 -0.3550 -0.0781
H 1.79178 -2.05529 -3.85632 -0.0656 0.0167 -0.0145
C 3.76330 -3.25699 -2.29375 -0.0366 -0.1407 0.0918
H -1.58672 3.26492 -2.60811 0.0285 -0.0004 -0.0117
H 5.10190 0.78296 -0.54762 -0.0175 0.0549 -0.0015
H -2.07166 -6.44965 -0.98450 -0.0109 -0.0381 -0.0518
N -0.68354 -4.18432 -0.63406 0.0058 0.3032 0.0496
N 0.47744 3.81953 -2.51141 -0.0983 -0.1506 0.6495
C -0.36522 -0.48283 3.53632 0.0671 0.0613 0.4249
H 3.04721 -4.09364 -4.16361 -0.0171 -0.0293 0.0028
H 0.81319 7.46555 -2.09655 0.0247 -0.0010 -0.0032
H -2.25508 -0.75815 -5.34200 0.0222 -0.0052 -0.0086
C -2.21471 1.30539 4.82984 -0.2485 0.1542 0.1323
H 3.89793 4.52304 1.66975 0.0406 0.0531 0.0642
C -3.62990 -3.49495 -3.75199 0.0203 0.1525 0.0326
H 4.63732 1.08784 1.13035 0.0900 0.0035 0.0255
C -3.67451 -2.21159 -4.57831 0.1186 -0.1308 -0.0720
H -0.69111 -7.47099 -1.42436 -0.0107 0.0076 -0.0130
H 6.14843 1.77757 0.49757 -0.0160 -0.0245 0.0141
H -0.94223 7.16644 -0.07609 0.0416 0.0275 0.0119
C -0.27479 -5.34961 -1.39037 -0.1326 -0.0484 -0.0216
C 5.11232 1.53004 0.25492 0.0556 0.1147 0.0747
H -2.55625 2.76376 6.34655 -0.0602 0.0154 -0.0074
C 3.06548 4.17362 2.27714 -0.0358 -0.0878 0.0001
C 1.46782 -2.93133 -3.26662 -0.0029 -0.2546 -0.0657
H -2.82189 -4.17195 -1.86497 0.0035 0.0199 0.0205
H 0.45728 1.67301 -2.49278 -0.0013 0.0360 -0.0087
C -1.08965 -5.49908 1.39156 0.2013 -0.0470 -0.0890
C -1.51635 -1.55890 -3.48808 0.0549 -0.0256 -0.2254
H -2.17142 -5.35831 1.32103 -0.0121 0.0222 0.0235
C 4.91783 3.35361 -1.34125 0.0044 0.0214 -0.0073
N -1.47862 -2.83645 -2.76015 0.0049 0.2358 0.5854
N -1.01744 -1.54811 -0.34979 0.2414 -0.2011 0.2133
H 2.04259 2.42572 -2.68601 -0.0104 -0.0449 -0.0431
H -1.24810 5.00796 -2.62122 -0.0482 -0.0091 -0.0406
```
Forces are in eV/Å.